{"formula": "C42H57BaBrN10O4SSi2", "method": "wB97M-V/def2-TZVPD", "relative_energy_kj_mol": 113.4, "e_homo_ev": 0.55, "homo_lumo_gap_ev": 3.17, "charge": -2, "e_lumo_ev": 3.713, "largest_force_ev_per_a": 3.063, "total_energy_ev": -164899.527, "species": ["Ba", "N", "C", "C", "C", "C", "C", "C", "S", "O", "O", "N", "C", "N", "C", "C", "C", "N", "H", "H", "H", "H", "H", "H", "H", "H", "H", "N", "C", "N", "C", "N", "N", "C", "N", "C", "C", "C", "C", "C", "N", "H", "H", "H", "H", "H", "H", "H", "H", "O", "O", "H", "H", "C", "C", "C", "C", "C", "C", "Si", "C", "C", "C", "C", "C", "C", "H", "H", "H", "H", "H", "H", "H", "H", "H", "H", "H", "C", "C", "C", "C", "Si", "Br", "C", "C", "C", "C", "C", "C", "C", "C", "H", "H", "H", "H", "H", "H", "H", "H", "H", "H", "H", "H", "H", "H", "H", "H", "H", "H", "H", "H", "H", "H", "H", "H", "H", "H", "H"], "positions_angstrom": [[0.13363, -1.48479, -0.03656], [-7.39621, -0.27549, 1.21425], [-6.30741, -0.09157, 0.34102], [-5.00365, -0.10774, 0.83606], [-3.93241, 0.03259, -0.02486], [-4.14377, 0.17480, -1.38867], [-5.43404, 0.18100, -1.89051], [-6.51382, 0.04771, -1.02855], [-2.75936, 0.38846, -2.47882], [-3.30515, 0.43206, -3.81536], [-2.08371, 1.59001, -2.02974], [-1.81566, -0.84984, -2.09341], [-1.49626, -1.85203, -2.94290], [-0.51238, -2.66084, -2.46996], [-0.06103, -3.63381, -3.25126], [-0.57998, -3.87061, -4.50821], [-1.62151, -3.02792, -4.88662], [-2.08954, -2.04110, -4.15166], [-7.19434, 0.00441, 2.16243], [-8.24864, 0.15466, 0.88907], [-4.82939, -0.22491, 1.90004], [-2.92384, 0.03444, 0.36191], [-5.57786, 0.28547, -2.95782], [-7.52604, 0.04314, -1.41979], [0.75574, -4.22367, -2.83912], [-0.20495, -4.66368, -5.13905], [-2.10872, -3.16177, -5.85186], [-1.33446, 0.85390, 2.50262], [-1.98037, -0.25869, 2.90622], [-2.77510, -0.16623, 3.98037], [-3.34597, -1.31907, 4.33061], [-4.16133, -1.27740, 5.45123], [-3.19309, -2.48556, 3.73463], [-2.40763, -2.44644, 2.63787], [-1.80196, -1.37390, 2.17203], [-2.17220, -3.73755, 1.95053], [-2.80330, -4.90132, 2.39161], [-2.51399, -6.09758, 1.76573], [-1.60055, -6.11200, 0.72204], [-1.02528, -4.90895, 0.35080], [-1.29869, -3.75008, 0.94170], [-1.21994, 1.52992, 3.24141], [-0.46917, 0.65156, 1.97780], [-4.51938, -0.35740, 5.65026], [-4.84267, -2.01856, 5.48140], [-3.49391, -4.83365, 3.21903], [-2.98702, -7.01504, 2.09631], [-1.31734, -7.02576, 0.21830], [-0.29234, -4.87370, -0.45050], [0.85176, -1.03448, 2.04311], [2.40666, -0.70915, -1.61113], [2.51228, 0.24109, -1.47119], [2.15304, -0.81606, -2.53575], [2.05606, -7.97115, 1.65198], [2.88976, -7.78377, 0.55245], [3.15747, -6.50693, 0.08127], [2.64386, -5.35845, 0.70651], [1.83640, -5.57882, 1.84103], [1.52547, -6.85680, 2.28914], [2.93173, -3.62840, 0.01933], [4.53468, -2.74576, 0.42942], [4.55799, -1.74240, 1.41649], [5.71292, -1.02026, 1.68875], [6.89398, -1.30174, 1.01128], [6.89713, -2.29768, 0.04145], [5.73082, -2.98950, -0.25742], [1.82477, -8.97078, 2.00375], [3.30741, -8.64289, 0.03704], [3.75267, -6.37313, -0.81475], [1.43334, -4.71814, 2.36514], [0.87667, -6.97911, 3.15075], [1.73788, -2.78811, 0.02148], [3.63595, -1.51454, 1.94621], [5.69098, -0.24045, 2.44298], [7.79933, -0.74455, 1.22804], [7.80730, -2.51693, -0.50794], [5.72361, -3.72506, -1.05378], [2.92933, 6.10778, 0.20632], [2.38823, 4.71015, 0.54637], [3.55628, 3.71113, 0.48305], [1.92574, 4.71396, 2.01175], [0.94187, 4.20819, -0.62592], [0.71683, 2.00786, -0.30900], [1.36368, 4.43559, -2.48631], [1.21232, 5.90073, -2.92574], [2.80246, 3.99568, -2.79225], [0.45079, 3.56456, -3.36698], [-0.73906, 5.00500, -0.12902], [-1.80323, 4.81515, -1.22153], [-0.58965, 6.51351, 0.12766], [-1.31198, 4.34104, 1.13415], [3.68797, 6.38682, 0.94706], [2.15494, 6.87757, 0.22246], [3.40913, 6.13318, -0.77328], [4.34522, 4.06188, 1.15831], [3.99221, 3.61760, -0.50950], [3.25388, 2.71767, 0.81387], [2.79634, 4.89472, 2.65220], [1.50431, 3.74869, 2.29927], [1.19353, 5.49361, 2.22439], [1.82389, 6.58459, -2.33312], [0.17733, 6.23921, -2.87207], [1.53193, 5.99347, -3.97043], [3.55055, 4.64400, -2.33465], [2.95476, 4.03063, -3.87697], [2.99115, 2.97082, -2.46684], [-0.60805, 3.77560, -3.24544], [0.58133, 2.50308, -3.15745], [0.71504, 3.73989, -4.41679], [-1.57622, 5.37965, -2.12740], [-2.75700, 5.19392, -0.83470], [-1.94799, 3.76645, -1.48249], [-0.17543, 7.04527, -0.73187], [0.03581, 6.73238, 0.99469], [-1.58221, 6.93413, 0.32732], [-1.53396, 3.28692, 0.96632], [-2.25359, 4.84248, 1.38792], [-0.65443, 4.41387, 1.99895]], "forces_ev_per_angstrom": [[-0.7, 1.6, 1.6], [0.0, 0.0, 0.0], [0.0, -0.1, 0.0], [0.0, 0.0, 0.0], [0.0, 0.0, 0.0], [-0.1, 0.0, 0.0], [0.0, 0.0, 0.0], [0.0, 0.0, 0.0], [0.1, -0.3, 0.0], [0.0, 0.0, 0.0], [-0.1, 0.0, 0.1], [-0.4, 0.5, -0.7], [0.0, -0.2, -0.2], [-0.1, -0.4, -0.7], [-0.1, 0.2, 0.2], [-0.1, 0.0, -0.2], [0.1, -0.2, -0.1], [0.1, 0.0, 0.3], [0.0, 0.0, 0.0], [0.0, 0.0, 0.0], [0.0, 0.0, 0.0], [0.0, 0.0, 0.0], [0.0, 0.0, 0.0], [0.0, 0.0, 0.0], [0.0, 0.0, 0.0], [0.0, 0.0, 0.0], [0.0, 0.0, 0.0], [-0.1, 0.0, -0.1], [0.4, 0.4, 0.1], [-0.1, -0.3, 0.0], [0.0, 0.3, 0.1], [-0.1, 0.0, -0.1], [0.1, -0.3, -0.1], [0.0, 0.4, 0.3], [-0.7, -0.4, -0.3], [0.0, -0.3, -0.1], [0.0, 0.2, 0.1], [0.0, -0.1, -0.1], [-0.1, 0.0, 0.1], [0.1, 0.0, -0.1], [-0.2, -0.1, 0.0], [-0.1, 0.1, -0.1], [0.4, -0.7, 0.4], [0.0, 0.0, 0.0], [0.0, 0.0, 0.0], [0.0, 0.0, 0.0], [0.0, 0.0, 0.0], [0.0, 0.0, 0.0], [0.0, 0.0, 0.0], [-0.1, 0.8, -0.5], [0.0, 0.3, -0.2], [0.0, -0.1, 0.0], [0.1, -0.1, 0.1], [0.0, 0.0, 0.0], [0.0, 0.0, 0.0], [0.1, 0.1, 0.1], [-0.1, 0.1, 0.9], [-0.1, 0.0, -0.1], [0.0, 0.0, 0.0], [0.4, -0.9, -2.9], [-0.1, 0.2, 0.8], [-0.1, 0.1, -0.1], [0.0, 0.0, 0.0], [0.0, 0.0, 0.0], [0.0, 0.0, 0.0], [-0.1, -0.1, 0.1], [0.0, 0.0, 0.0], [0.0, 0.0, 0.0], [0.0, 0.0, 0.0], [0.0, 0.0, 0.0], [0.0, 0.0, 0.0], [1.3, -1.1, 1.1], [-0.1, 0.0, 0.0], [0.0, 0.0, 0.0], [0.0, 0.0, 0.0], [0.0, 0.0, 0.0], [0.0, 0.0, 0.0], [0.0, 0.0, 0.0], [0.0, 0.0, 0.0], [0.0, 0.0, 0.0], [0.0, 0.0, 0.0], [0.0, 0.0, 0.0], [0.1, 0.1, 0.1], [0.0, 0.0, 0.0], [0.0, 0.0, 0.0], [0.0, 0.0, 0.0], [0.0, 0.0, 0.0], [0.0, 0.0, 0.0], [0.0, 0.0, 0.0], [0.0, 0.0, 0.0], [0.0, 0.0, 0.0], [0.0, 0.0, 0.0], [0.0, 0.0, 0.0], [0.0, 0.0, 0.0], [0.0, 0.0, 0.0], [0.0, 0.0, 0.0], [0.0, 0.0, 0.0], [0.0, 0.0, 0.0], [0.0, 0.0, 0.0], [0.0, 0.0, 0.0], [0.0, 0.0, 0.0], [0.0, 0.0, 0.0], [0.0, 0.0, 0.0], [0.0, 0.0, 0.0], [0.0, 0.0, 0.0], [0.0, 0.0, 0.0], [0.0, 0.0, 0.0], [0.0, 0.0, 0.0], [0.0, 0.0, 0.0], [0.0, 0.0, 0.0], [0.0, 0.0, 0.0], [0.0, 0.0, 0.0], [0.0, 0.0, 0.0], [0.0, 0.0, 0.0], [0.0, 0.0, 0.0], [0.0, 0.0, 0.0], [0.0, 0.0, 0.0], [0.0, 0.0, 0.0]]}